This record from the Open Molecules 2025 dataset describes 14 unconnected molecules or ions with the total composition C61H163N15O18. The level of theory is ωB97M-V with the def2-TZVPD basis set.

The value obtained for the HOMO-LUMO gap is 8.665 eV. As for the HOMO energy: -8.57 eV.

The geometry in XYZ format:
```
257
Properties=species:S:1:pos:R:3:forces:R:3:lowdin_charge:R:1
C 1.97481 6.99142 -5.70132 0.007 -3.759 -3.332 -0.751
O 1.46777 6.64576 -6.77232 0.079 0.476 0.739 0.012
N 2.96959 6.28226 -5.11178 1.262 -0.689 0.320 0.136
N 1.58616 7.93490 -4.91947 -1.489 4.064 2.152 0.165
H 3.32521 5.46499 -5.58687 0.157 0.490 0.024 0.108
H 3.54978 6.83459 -4.49663 0.335 -0.807 -0.008 0.087
H 2.27391 8.24769 -4.24920 -0.635 0.302 0.251 0.101
H 0.88242 8.58807 -5.23286 0.288 -0.083 -0.012 0.127
C -5.10196 10.86981 -1.55499 -1.360 0.307 0.409 -0.136
O -5.14195 10.95843 -0.14578 2.394 -0.557 1.396 -0.218
C -3.80972 10.65806 0.48853 -2.267 -0.436 0.793 -0.149
C -3.96598 10.44141 2.01116 -1.730 1.282 -0.940 -0.216
N -4.56582 11.64515 2.59237 1.134 -0.044 0.906 -0.073
C -4.71956 11.44730 4.02309 -2.299 0.560 -0.587 -0.220
C -5.76956 12.43563 4.59667 0.193 -0.498 0.541 -0.198
O -7.14549 12.01744 4.29124 0.481 0.834 -0.316 -0.204
C -8.06167 13.12006 4.53336 1.442 -0.206 0.593 -0.098
H -6.14257 11.12906 -1.74997 0.034 -0.079 -0.784 0.087
H -4.91676 9.86735 -1.94086 0.224 -0.170 0.138 0.080
H -4.47152 11.59914 -2.06364 0.340 0.086 0.224 0.082
H -3.19640 11.54752 0.34431 0.517 -0.513 -0.460 0.120
H -3.54489 9.65271 0.16106 0.852 0.418 -0.885 0.113
H -3.02987 10.19203 2.51077 0.278 0.350 -0.244 0.119
H -4.63447 9.60941 2.23253 -0.093 -0.532 -0.348 0.113
H -5.46604 11.89709 2.20996 -0.013 -0.445 -0.444 0.105
H -3.74082 11.37064 4.49668 -0.198 0.515 0.354 0.120
H -5.28707 10.54355 4.24507 0.361 -0.956 -0.065 0.109
H -5.60271 13.46314 4.27344 -0.031 0.084 -0.118 0.113
H -5.63576 12.35813 5.67565 -0.194 0.409 0.288 0.113
H -9.11177 12.91405 4.32610 0.373 -0.508 -0.375 0.085
H -7.70161 13.99974 3.99987 -0.284 0.063 -0.366 0.077
H -7.98609 13.38803 5.58720 -0.152 0.010 0.285 0.077
C 5.86949 -5.90965 -1.80263 0.401 -1.151 0.164 -0.142
O 5.93576 -4.54199 -2.08294 -0.524 0.437 -0.198 -0.186
C 5.43566 -4.14125 -3.37490 0.257 0.604 0.302 -0.201
C 5.21731 -2.60177 -3.41723 1.055 -2.554 0.807 -0.205
N 6.50487 -1.93853 -3.18090 -1.658 1.318 -0.575 -0.042
C 6.26654 -0.50565 -2.97741 2.317 0.031 0.693 -0.204
C 7.59815 0.11814 -2.40665 -1.328 0.251 -0.743 -0.215
O 7.88091 -0.44317 -1.13032 -0.569 -0.004 -0.533 -0.210
C 8.80807 0.23384 -0.29336 -0.447 -1.120 -0.271 -0.096
H 6.59519 -6.52156 -2.33839 0.052 0.160 -0.858 0.082
H 4.89269 -6.37947 -1.91774 -0.342 0.321 -0.354 0.084
H 6.16711 -6.17967 -0.78941 -0.111 0.972 0.442 0.079
H 4.48395 -4.61202 -3.62136 -0.112 -0.312 0.222 0.114
H 6.16192 -4.39918 -4.14569 0.148 -0.185 -0.071 0.118
H 4.44224 -2.41338 -2.67436 -0.067 0.512 0.251 0.111
H 4.78429 -2.44367 -4.40495 0.314 0.601 -0.117 0.118
H 7.00428 -2.26494 -2.36595 -0.380 -0.524 0.182 0.097
H 5.51252 -0.20105 -2.25162 -0.429 -0.589 0.411 0.099
H 5.94409 -0.01922 -3.89801 0.418 0.001 -0.261 0.114
H 7.34975 1.17944 -2.39936 0.338 0.441 0.662 0.108
H 8.42510 0.01334 -3.10898 0.205 -0.360 0.023 0.117
H 8.90670 -0.41520 0.57677 -0.112 0.138 0.153 0.084
H 8.39387 1.19080 0.02409 0.447 0.294 -0.179 0.087
H 9.79486 0.22127 -0.75616 0.086 0.733 -0.109 0.087
C 4.00538 -1.81801 1.84337 -1.237 0.487 -0.559 -0.065
O 2.83609 -0.94589 1.63691 1.237 -1.005 0.411 -0.210
C 3.21918 0.20653 0.89604 -1.045 0.219 0.251 -0.230
C 1.92602 0.92536 0.42473 1.155 -0.917 -0.823 -0.194
N 1.24085 0.04011 -0.55447 0.016 0.696 -0.067 -0.055
C -0.09257 0.56156 -0.93896 -0.685 0.085 0.340 -0.198
C 0.04871 1.91965 -1.65035 0.866 0.264 1.519 -0.266
O -1.13108 2.42176 -2.19664 -1.097 1.100 -1.389 -0.187
C -1.10471 3.76139 -2.84090 1.180 -0.881 0.865 -0.054
H 3.73504 -2.70867 2.41058 -0.452 0.177 -0.093 0.081
H 4.81662 -1.34240 2.39455 -0.020 0.416 -0.125 0.081
H 4.32444 -2.11722 0.84499 0.397 -0.126 0.074 0.080
H 3.83758 -0.08088 0.04570 0.038 0.018 -0.205 0.106
H 3.79126 0.84511 1.56913 0.173 0.353 -0.097 0.116
H 2.21520 1.82642 -0.11618 0.121 0.126 0.242 0.104
H 1.36260 1.20861 1.31379 -0.455 -0.049 0.062 0.117
H 1.19115 -0.85285 -0.08515 -0.437 -0.253 -0.203 0.094
H -0.69498 0.55286 -0.03060 -0.381 0.826 0.175 0.110
H -0.72309 -0.00314 -1.62572 0.745 -0.938 -0.228 0.112
H 0.86894 1.72928 -2.34251 0.010 0.397 -0.580 0.125
H 0.38949 2.60773 -0.87672 0.319 0.471 -0.104 0.105
H -0.28948 3.88975 -3.55295 -0.020 -0.734 -0.493 0.076
H -0.84143 4.56424 -2.15225 -0.421 -0.151 0.748 0.074
H -2.05154 4.00673 -3.32196 -0.005 -0.581 0.240 0.081
C 4.48359 -13.03824 7.66602 1.257 -0.989 0.218 -0.084
O 5.75842 -12.62587 7.14014 -0.638 1.744 0.056 -0.220
C 6.62646 -13.58757 6.58580 0.137 -0.708 0.256 -0.216
C 7.96371 -12.96193 6.03920 -1.967 -0.511 0.045 -0.195
N 7.56193 -12.01959 5.03130 0.168 -0.019 -0.262 -0.075
C 8.62316 -11.36290 4.28884 -0.425 0.777 0.139 -0.210
C 8.10795 -10.15490 3.50514 0.722 0.453 0.720 -0.186
O 7.90831 -9.00678 4.38645 -0.196 -1.852 0.213 -0.191
C 7.30814 -7.94284 3.73954 0.126 0.992 -0.510 -0.159
H 3.76509 -13.44983 6.95718 0.210 0.218 -0.599 0.083
H 3.99565 -12.24447 8.23166 0.439 0.266 -0.282 0.084
H 4.69803 -13.85285 8.35777 -0.184 -0.162 0.339 0.078
H 6.06130 -14.10695 5.81188 0.343 -0.127 -0.480 0.118
H 6.84043 -14.31850 7.36558 0.301 -0.281 0.142 0.111
H 8.56861 -13.72817 5.55436 -0.091 -0.361 0.149 0.116
H 8.54736 -12.57821 6.87599 0.096 0.399 0.194 0.112
H 6.79285 -11.46584 5.38054 0.336 0.569 -0.167 0.106
H 9.06419 -12.06062 3.57695 -0.139 -0.196 -0.217 0.116
H 9.46437 -11.04413 4.90435 0.094 0.214 0.410 0.115
H 7.23225 -10.49365 2.95153 -0.520 0.482 0.144 0.123
H 8.85004 -9.81919 2.78078 0.173 -0.229 -0.231 0.116
H 7.96987 -7.54734 2.96898 -0.035 -0.215 -0.702 0.082
H 7.21986 -7.06457 4.37902 -0.175 -0.341 0.635 0.078
H 6.32179 -8.18400 3.34323 -0.072 -0.038 -0.164 0.093
C 2.24670 8.93612 0.07696 -0.035 -0.061 0.718 -0.056
C 3.74221 8.62837 -0.05500 -0.433 -0.513 1.035 -0.447
C 4.04046 7.19222 0.50282 0.008 1.075 0.919 -0.142
O 3.49357 7.06527 1.87143 0.574 -0.465 -1.340 -0.208
C 4.41910 7.41217 2.89519 0.727 0.292 -0.731 -0.113
N 4.09031 8.76854 -1.43791 0.670 -0.512 -1.882 0.010
H 1.97838 9.93271 -0.27362 0.179 -0.029 -0.224 0.074
H 1.87200 8.85885 1.09761 0.300 0.058 0.145 0.069
H 1.67541 8.18866 -0.47352 0.109 0.052 -0.321 0.081
H 4.41855 9.36882 0.37208 -0.512 -0.097 1.517 0.129
H 5.10180 6.94415 0.49229 0.451 0.525 0.444 0.110
H 3.70483 6.42829 -0.19850 -1.147 -0.050 0.378 0.121
H 3.99331 7.28550 3.89056 -0.316 0.039 -0.306 0.085
H 4.80420 8.42223 2.75527 -0.449 0.488 0.202 0.081
H 5.34968 6.84645 2.84959 -0.073 -0.711 -0.070 0.078
H 4.97422 8.30401 -1.58963 0.249 -0.495 -0.207 0.067
H 4.38303 9.72806 -1.55504 -0.376 0.351 -0.357 0.076
C -1.38118 3.27347 -10.07679 -0.530 -0.428 -0.662 -0.059
C -0.60613 2.49550 -11.14999 1.468 -0.781 -0.151 -0.421
C -1.30785 2.05789 -12.47344 -0.074 0.836 1.157 -0.207
O -0.55251 1.10544 -13.21101 -0.423 0.140 -0.146 -0.184
C -1.23248 0.73973 -14.41823 1.127 0.246 -0.248 -0.107
N 0.63848 3.21607 -11.49225 -0.616 0.643 -0.472 0.021
H -2.28908 2.71421 -9.85083 -0.036 -0.024 0.263 0.069
H -1.70182 4.28340 -10.33241 0.197 0.005 -0.443 0.077
H -0.78318 3.36577 -9.17016 0.048 -0.165 -0.031 0.074
H -0.19405 1.60720 -10.67123 -0.865 -0.689 0.270 0.122
H -1.43742 3.01689 -12.97508 0.015 -0.018 -0.770 0.122
H -2.30218 1.64541 -12.30236 -0.184 -0.062 0.330 0.116
H -0.62717 0.02563 -14.97659 0.150 -0.365 0.533 0.082
H -1.23521 1.57694 -15.11621 -0.580 0.418 0.166 0.085
H -2.22242 0.30809 -14.27053 -0.110 0.206 0.239 0.085
H 1.05756 3.54436 -10.63393 0.243 0.008 -0.021 0.061
H 1.26912 2.57350 -11.94997 0.166 0.036 0.000 0.063
C -6.72195 6.01535 -5.70477 0.973 -0.843 -0.343 -0.093
C -8.01792 5.86874 -4.91122 1.760 1.624 1.157 -0.382
C -7.72443 5.38277 -3.43034 0.555 -0.166 -0.683 -0.187
O -6.81348 6.22626 -2.68458 -0.073 -1.333 0.777 -0.204
C -6.35611 5.50781 -1.48145 0.255 1.237 -0.387 -0.087
N -8.48646 7.26597 -4.91889 -1.197 -0.134 0.346 0.017
H -6.02766 6.69654 -5.21280 -0.114 -0.005 0.288 0.073
H -6.82624 6.41572 -6.71320 -0.636 0.042 0.095 0.074
H -6.17986 5.08018 -5.84505 -0.009 -0.261 0.225 0.072
H -8.69868 5.18579 -5.41939 -0.198 0.125 0.252 0.134
H -7.23180 4.41198 -3.48503 -0.215 -0.385 -0.114 0.108
H -8.64553 5.28738 -2.85539 -0.265 -0.019 -0.063 0.114
H -5.68770 6.17781 -0.94069 -0.095 0.309 -0.215 0.077
H -5.75000 4.61684 -1.64547 -0.196 -0.179 -0.754 0.078
H -7.12952 5.24332 -0.76035 -0.554 0.067 -0.377 0.080
H -9.35726 7.34833 -4.41390 -0.582 -0.147 -0.103 0.062
H -7.88407 7.80273 -4.31135 0.615 0.062 -0.093 0.062
C -4.95838 -7.96660 -1.35059 1.739 -0.593 1.439 -0.072
C -5.09710 -6.46402 -1.17335 1.703 0.558 -0.477 -0.433
C -3.89570 -5.64145 -1.81605 -0.861 -1.771 0.058 -0.223
O -2.72972 -5.99673 -1.17219 1.271 0.469 1.147 -0.203
C -1.58509 -5.22258 -1.56354 -0.631 -1.370 0.302 -0.078
N -6.25951 -6.15020 -1.90096 -2.148 1.795 -1.504 0.011
H -4.75461 -8.27600 -2.37570 -0.508 0.408 -0.186 0.082
H -5.77807 -8.54117 -0.91922 -0.333 0.312 -0.299 0.074
H -4.08477 -8.33765 -0.81466 0.261 0.017 0.245 0.064
H -5.20521 -6.04422 -0.17326 0.416 -0.810 0.545 0.137
H -4.02953 -4.56003 -1.78926 -0.479 0.202 0.098 0.118
H -3.80064 -5.98852 -2.84493 -0.330 0.262 -0.607 0.125
H -1.28572 -5.60845 -2.53800 0.282 0.458 -0.270 0.087
H -0.81629 -5.47263 -0.83243 0.054 0.207 -0.101 0.085
H -1.78212 -4.15055 -1.56830 -0.066 0.060 -0.077 0.082
H -6.09267 -5.27974 -2.38528 -0.144 0.202 -0.537 0.063
H -7.02515 -5.88185 -1.29939 -0.226 -0.368 0.242 0.077
C -0.69087 4.79198 3.35123 -0.443 -0.795 -0.014 -0.070
C -0.12573 5.10597 4.74334 0.086 0.177 -2.731 -0.421
C 0.98798 4.14557 5.12612 -0.171 0.333 0.445 -0.241
O 0.52645 2.83261 5.25375 0.431 -0.662 1.014 -0.187
C 1.46176 1.92077 5.89123 -1.013 0.129 -1.489 -0.074
N 0.38720 6.41956 4.45798 0.900 1.899 1.297 0.012
H -0.00192 5.08268 2.55816 0.553 -0.423 0.135 0.070
H -1.53011 5.44473 3.11105 -0.421 -0.363 0.398 0.077
H -0.91360 3.72724 3.28188 -0.352 0.097 -0.331 0.075
H -0.96841 5.17279 5.43147 0.339 -0.185 0.384 0.144
H 1.41576 4.54082 6.04747 0.171 -0.191 0.518 0.119
H 1.78748 4.20647 4.38775 0.123 0.024 -0.409 0.125
H 0.98135 0.95312 5.74645 0.108 -0.052 0.367 0.086
H 1.66526 2.10545 6.94602 -0.154 0.324 -0.014 0.084
H 2.37915 1.88831 5.30349 0.300 0.163 0.144 0.080
H 0.99215 6.49636 3.65284 -0.225 -0.572 -0.437 0.058
H 0.98012 6.80073 5.18134 -0.183 0.107 0.640 0.065
C -7.37647 0.59306 0.77559 1.662 -0.461 0.263 -0.054
C -6.10334 -0.17104 0.23749 -1.278 0.011 -0.571 -0.377
C -5.38844 -1.11316 1.23496 -0.398 0.818 0.190 -0.210
O -4.81304 -0.35575 2.28252 1.265 0.196 -0.058 -0.197
C -3.80270 -1.08114 2.99512 -0.587 -0.021 -0.005 -0.099
N -6.55395 -0.97756 -0.93907 -0.301 -0.284 0.396 0.013
H -8.15263 -0.13642 1.00696 -0.140 0.011 -0.160 0.070
H -7.68867 1.29598 0.00323 -0.212 -0.073 0.093 0.068
H -7.16744 1.13243 1.69944 0.067 0.117 -0.030 0.069
H -5.38873 0.54051 -0.17619 0.208 0.101 0.433 0.131
H -4.62188 -1.67229 0.69844 -0.009 -0.129 -0.122 0.112
H -6.07556 -1.78945 1.74349 -0.394 -0.478 -0.508 0.125
H -4.27669 -1.85299 3.60150 -0.072 0.049 0.424 0.083
H -3.21883 -0.39013 3.60315 -0.337 0.045 0.054 0.086
H -3.09322 -1.63894 2.38388 -0.014 0.241 -0.657 0.078
H -7.52207 -1.19771 -0.75366 -0.216 -0.787 0.381 0.048
H -6.73077 -0.42425 -1.76531 0.791 0.631 -0.171 0.057
C -2.58102 -0.52821 -6.36545 -0.486 -0.325 -0.561 -0.049
C -4.15629 -0.48721 -6.28451 1.138 -0.992 0.360 -0.404
C -4.77808 -1.93673 -6.05905 0.587 1.096 -0.766 -0.184
O -4.57173 -2.81776 -7.17206 -0.232 0.846 0.775 -0.177
C -5.06437 -2.26076 -8.38258 -0.104 -0.656 -0.338 -0.121
N -4.59947 0.34471 -5.18391 -0.142 0.300 0.801 0.022
H -2.07752 0.41576 -6.15688 -0.477 0.284 0.569 0.063
H -2.20011 -0.69472 -7.37306 -0.330 -0.567 -0.220 0.063
H -2.16576 -1.30357 -5.72166 -0.012 0.046 0.103 0.074
H -4.51073 -0.01494 -7.20071 -0.199 -0.309 -0.097 0.112
H -5.82877 -1.87513 -5.77559 -0.504 0.389 -0.655 0.114
H -4.38503 -2.35948 -5.13444 0.834 -0.293 -0.306 0.115
H -4.30942 -1.70926 -8.94293 0.225 0.161 0.186 0.082
H -5.93686 -1.61931 -8.25852 -0.068 0.039 0.282 0.090
H -5.36621 -3.09776 -9.01220 -0.004 -0.058 0.016 0.085
H -3.84378 0.94494 -4.88599 0.084 0.412 -0.240 0.058
H -4.73551 -0.20828 -4.34977 -0.293 -0.364 0.143 0.056
C -3.25925 -8.79579 4.13027 0.694 0.544 -1.149 -0.057
C -2.32539 -8.39815 5.28157 -0.680 -1.009 -1.002 -0.457
C -2.13061 -6.92854 5.54081 -0.596 1.812 0.404 -0.223
O -1.82870 -6.07722 4.45664 0.083 -0.730 -0.446 -0.184
C -0.53826 -6.32363 3.93311 -0.257 -0.135 -0.641 -0.109
N -2.90237 -8.95825 6.45266 -0.099 0.152 2.451 0.018
H -2.82340 -8.43615 3.19817 -0.206 -0.189 -0.381 0.068
H -4.29189 -8.44786 4.15669 0.106 0.616 0.491 0.079
H -3.38731 -9.87758 4.09255 0.494 -0.103 -0.021 0.073
H -1.33649 -8.81895 5.09962 0.008 -0.352 -0.021 0.133
H -1.38148 -6.68057 6.29274 0.203 -0.841 0.409 0.128
H -3.04496 -6.48896 5.93936 -0.355 -0.239 0.072 0.127
H 0.01009 -5.38241 3.97206 0.289 -0.206 -0.160 0.088
H -0.64407 -6.70462 2.91735 0.060 0.452 -0.384 0.083
H 0.00262 -7.14427 4.40438 0.072 0.260 0.674 0.082
H -3.81876 -8.55188 6.57595 -0.121 -0.051 0.199 0.074
H -3.00378 -9.95946 6.53870 0.305 0.035 -0.506 0.078
C 5.45514 -7.95176 9.22612 -0.893 1.204 0.648 -0.056
C 4.68606 -7.45926 7.96320 0.972 -1.736 1.496 -0.420
C 4.87984 -6.03074 7.59792 1.891 0.710 -0.631 -0.248
O 4.91364 -5.16252 8.69843 0.214 2.058 -0.076 -0.171
C 5.49441 -3.85433 8.34379 -1.221 -0.224 0.816 -0.075
N 5.16401 -8.33028 6.90275 -0.423 0.088 -1.467 0.038
H 5.25721 -9.01120 9.38897 -0.055 -0.010 -0.104 0.069
H 5.10526 -7.40819 10.10373 -0.081 -0.078 0.210 0.067
H 6.53435 -7.79908 9.21722 0.031 0.061 -0.537 0.081
H 3.61775 -7.59854 8.12876 -0.128 -0.341 0.064 0.133
H 4.22134 -5.73314 6.78188 -0.509 0.209 0.139 0.131
H 5.88696 -5.92857 7.19374 0.396 -0.360 -0.596 0.112
H 4.86457 -3.24270 7.69779 -0.402 -0.525 -0.540 0.077
H 6.49080 -3.84311 7.90200 0.123 -0.734 0.086 0.083
H 5.49693 -3.23093 9.23792 0.273 -0.511 0.353 0.081
H 5.52778 -9.20802 7.24528 -0.220 -0.027 0.167 0.059
H 5.92978 -7.91216 6.39395 0.062 0.137 -0.081 0.047
```
Forces are in eV/Å.